1.
DFT (wB97M-V/def2-TZVPD) results for 3 unconnected molecules or ions with the total composition C4H8O3.

XYZ file:
```
15
Properties=species:S:1:pos:R:3:forces:R:3:nbo_charge:R:1
O 1.581613 -1.990779 -0.291672 0.117 0.916 -0.054 -0.48
O 2.982999 0.919294 0.550534 0.052 0.012 0.189 -0.68
O -0.362708 -0.389952 -1.814585 -0.406 -0.340 0.205 -0.52
C 1.717916 -0.827453 -0.331519 0.022 -0.599 0.091 0.68
C -1.164670 -1.131800 -1.301034 0.199 0.233 -0.188 0.29
C 1.925188 0.478320 -0.237865 -0.151 -0.275 -0.285 -0.23
C -1.519464 0.768580 1.144774 -0.001 0.022 0.046 -0.86
H -2.130117 -0.137259 1.199415 0.070 0.119 0.011 0.21
H 2.684777 0.946316 1.467068 0.064 0.099 -0.064 0.48
H -2.242956 -1.063791 -1.530171 0.086 0.000 -0.037 0.12
H 1.370583 1.175448 -0.854687 0.112 -0.167 0.128 0.23
H -1.521897 1.258295 2.119779 -0.047 -0.040 -0.089 0.22
H -0.857883 -1.904570 -0.571813 -0.003 0.070 -0.112 0.13
H -1.933916 1.445715 0.393510 0.067 -0.099 0.110 0.22
H -0.492991 0.511121 0.874763 -0.182 0.048 0.050 0.22
```
Positions in Å, forces in eV/Å.

The calculation puts the HOMO energy at -8.70 eV. The energy relative to the best compared isomer or geometry (same formula, charge and spin) is 345.0 kJ/mol. The multiplicity is 1. The SMILES is O=C=CO.C=O.C. For the energy, the calculation gives -382.833428 Ha.


2.
DFT (wB97M-V/def2-TZVPD) results for a molecular structure, C4H8O3.

XYZ file:
```
15
Properties=species:S:1:pos:R:3:forces:R:3:nbo_charge:R:1
O -1.132508 1.926323 -0.390796 -0.209 0.098 0.080 -0.65
O 1.095745 -1.461682 -0.968494 -0.230 0.223 0.331 -0.59
O 2.668261 0.110232 0.406054 0.068 -0.061 -0.094 -0.71
C -1.474435 0.859198 -1.109073 0.308 -0.251 0.052 0.01
C -0.927298 -0.951768 0.168909 0.200 -0.091 0.101 -0.63
C 0.520610 -0.851425 -0.074665 0.158 -0.114 -0.260 0.52
C 1.339841 0.066540 0.822898 -0.289 -0.014 0.083 -0.16
H -1.341019 -1.892758 -0.199266 0.037 0.118 0.067 0.25
H -1.822065 -0.158790 -0.518621 -0.223 0.102 -0.111 0.24
H 0.883895 1.070120 0.809382 0.062 -0.138 -0.019 0.19
H 1.258374 -0.307721 1.857384 -0.001 0.036 -0.139 0.18
H -1.895462 2.204909 0.135753 0.122 0.017 -0.035 0.49
H -1.229482 -0.704955 1.189880 0.019 -0.010 -0.155 0.22
H 2.717076 -0.530305 -0.326743 0.051 0.067 0.042 0.49
H -0.661532 0.622080 -1.802605 -0.072 0.019 0.056 0.16
```
Positions in Å, forces in eV/Å.

The calculation puts the HOMO energy (alpha / beta) at -8.69 / -8.69 eV. The energy relative to the best compared isomer or geometry (same formula, charge and spin) is 476.7 kJ/mol. The multiplicity is 1. For the energy, the calculation gives -382.783268 Ha.


3.
DFT (wB97M-V/def2-TZVPD) results for 2 unconnected molecules or ions with the total composition C4H8O3.

XYZ file:
```
15
Properties=species:S:1:pos:R:3:forces:R:3:nbo_charge:R:1
O -1.040592 -0.844629 0.762616 -0.008 -0.151 -0.029 -0.72
O 2.084705 0.726498 0.959504 0.114 -0.451 0.291 -0.52
O 0.808449 -1.341056 -1.032000 -0.150 0.516 -0.022 -0.57
C -0.697323 0.231580 -0.070092 0.058 0.188 -0.118 -0.02
C -1.885928 0.727659 -0.895466 -0.063 0.017 -0.042 -0.62
C 0.430514 -0.188134 -0.990149 0.067 -0.359 -0.039 0.45
C 2.261662 -0.300666 1.569386 -0.011 0.295 -0.158 0.29
H -1.614597 1.609972 -1.486868 -0.027 -0.133 0.085 0.21
H 0.857924 0.583725 -1.654515 -0.033 -0.073 0.085 0.13
H -0.323307 1.057365 0.549011 -0.040 -0.084 -0.089 0.20
H 2.639335 -0.296181 2.608494 -0.035 0.033 -0.099 0.11
H -2.246945 -0.054466 -1.571374 0.057 0.082 0.095 0.21
H -0.628197 -1.626460 0.355890 -0.055 0.047 0.121 0.48
H -2.700576 1.001808 -0.220214 0.119 -0.034 -0.090 0.23
H 2.054871 -1.287018 1.115778 0.007 0.107 0.009 0.13
```
Positions in Å, forces in eV/Å.

The calculation puts the HOMO energy at -10.24 eV. The energy relative to the best compared isomer or geometry (same formula, charge and spin) is 201.8 kJ/mol. The multiplicity is 1. The SMILES is C[C@@H](O)C=O.C=O. For the energy, the calculation gives -382.887974 Ha.


4.
DFT (wB97M-V/def2-TZVPD) results for a single C4H8O3 molecule.

XYZ file:
```
15
Properties=species:S:1:pos:R:3:forces:R:3:nbo_charge:R:1
O 3.043061 0.684412 -0.680722 -0.015 -0.087 -0.125 -0.71
O 0.787599 -0.686934 -1.063749 0.016 0.261 0.462 -0.62
O -0.095576 0.008894 0.895358 0.207 0.114 -0.111 -0.50
C -1.299804 -0.729358 0.611567 -0.253 -0.177 -0.027 -0.08
C 2.116344 0.700590 0.363496 -0.250 0.024 0.235 -0.16
C 0.865014 -0.065813 -0.024143 0.101 -0.170 -0.297 0.77
C -2.175598 -0.025063 -0.410053 -0.004 0.018 0.003 -0.64
H 1.833667 1.729024 0.622752 0.024 -0.128 -0.036 0.20
H -2.578705 0.911610 -0.010659 0.052 -0.180 -0.035 0.21
H -1.019815 -1.730596 0.277721 -0.024 0.103 -0.035 0.20
H -1.594370 0.199554 -1.304970 -0.100 -0.065 0.012 0.23
H 2.525535 0.234284 1.272327 -0.058 0.064 -0.122 0.19
H 2.657037 0.111143 -1.362754 0.104 0.038 0.006 0.49
H -3.009322 -0.680320 -0.696792 0.184 0.192 0.110 0.22
H -1.796616 -0.807327 1.577431 0.017 -0.008 -0.041 0.19
```
Positions in Å, forces in eV/Å.

The calculation puts the HOMO energy at -10.56 eV. The energy relative to the best compared isomer or geometry (same formula, charge and spin) is 72.0 kJ/mol. The multiplicity is 1. The SMILES is CCOC(=O)CO. For the energy, the calculation gives -382.937383 Ha.


5.
DFT (wB97M-V/def2-TZVPD) results for a single C4H8O3 molecule in a non-equilibrium geometry.

XYZ file:
```
15
Properties=species:S:1:pos:R:3:forces:R:3:nbo_charge:R:1
O 1.662630 1.684529 1.171455 0.228 -0.324 -0.414 -0.50
O 0.623621 -1.352644 1.455418 -0.991 1.090 1.403 -0.72
O -0.041560 -1.411944 -1.240351 0.162 -0.242 0.035 -0.71
C -0.968220 0.797297 -1.152164 -0.073 0.043 -0.171 -0.63
C -0.655911 -0.471732 -0.392604 -0.090 0.346 -0.010 0.08
C 0.264147 -0.161780 0.758357 -0.938 1.762 -0.233 -0.04
C 1.501939 0.666670 0.540712 0.058 0.428 -0.043 0.42
H -1.693980 0.597655 -1.940049 0.037 0.069 -0.003 0.23
H 0.110950 -0.795764 2.116973 1.303 -3.395 1.313 0.50
H -1.575567 -0.892569 0.055440 0.175 0.069 -0.185 0.16
H -0.054038 1.194018 -1.607733 -0.169 -0.031 0.015 0.22
H 2.254817 0.274815 -0.169955 -0.015 0.070 0.112 0.13
H -1.376675 1.554375 -0.471091 0.056 -0.145 -0.170 0.22
H 0.276736 -2.120393 -0.658684 -0.072 0.021 -0.241 0.48
H -0.328896 0.437473 1.534277 0.327 0.239 -1.407 0.15
```
Positions in Å, forces in eV/Å.

The calculation puts the HOMO energy at -9.92 eV. The energy relative to the best compared isomer or geometry (same formula, charge and spin) is 272.0 kJ/mol. The multiplicity is 1. The SMILES is C[C@@H](O)[C@@H](O)C=O. For the energy, the calculation gives -382.861200 Ha.


Please write out number 5 again, unchanged.
DFT (wB97M-V/def2-TZVPD) results for a single C4H8O3 molecule in a non-equilibrium geometry.

XYZ file:
```
15
Properties=species:S:1:pos:R:3:forces:R:3:nbo_charge:R:1
O 1.662630 1.684529 1.171455 0.228 -0.324 -0.414 -0.50
O 0.623621 -1.352644 1.455418 -0.991 1.090 1.403 -0.72
O -0.041560 -1.411944 -1.240351 0.162 -0.242 0.035 -0.71
C -0.968220 0.797297 -1.152164 -0.073 0.043 -0.171 -0.63
C -0.655911 -0.471732 -0.392604 -0.090 0.346 -0.010 0.08
C 0.264147 -0.161780 0.758357 -0.938 1.762 -0.233 -0.04
C 1.501939 0.666670 0.540712 0.058 0.428 -0.043 0.42
H -1.693980 0.597655 -1.940049 0.037 0.069 -0.003 0.23
H 0.110950 -0.795764 2.116973 1.303 -3.395 1.313 0.50
H -1.575567 -0.892569 0.055440 0.175 0.069 -0.185 0.16
H -0.054038 1.194018 -1.607733 -0.169 -0.031 0.015 0.22
H 2.254817 0.274815 -0.169955 -0.015 0.070 0.112 0.13
H -1.376675 1.554375 -0.471091 0.056 -0.145 -0.170 0.22
H 0.276736 -2.120393 -0.658684 -0.072 0.021 -0.241 0.48
H -0.328896 0.437473 1.534277 0.327 0.239 -1.407 0.15
```
Positions in Å, forces in eV/Å.

The calculation puts the HOMO energy at -9.92 eV. The energy relative to the best compared isomer or geometry (same formula, charge and spin) is 272.0 kJ/mol. The multiplicity is 1. The SMILES is C[C@@H](O)[C@@H](O)C=O. For the energy, the calculation gives -382.861200 Ha.


Repeat the first record exactly.
DFT (wB97M-V/def2-TZVPD) results for 3 unconnected molecules or ions with the total composition C4H8O3.

XYZ file:
```
15
Properties=species:S:1:pos:R:3:forces:R:3:nbo_charge:R:1
O 1.581613 -1.990779 -0.291672 0.117 0.916 -0.054 -0.48
O 2.982999 0.919294 0.550534 0.052 0.012 0.189 -0.68
O -0.362708 -0.389952 -1.814585 -0.406 -0.340 0.205 -0.52
C 1.717916 -0.827453 -0.331519 0.022 -0.599 0.091 0.68
C -1.164670 -1.131800 -1.301034 0.199 0.233 -0.188 0.29
C 1.925188 0.478320 -0.237865 -0.151 -0.275 -0.285 -0.23
C -1.519464 0.768580 1.144774 -0.001 0.022 0.046 -0.86
H -2.130117 -0.137259 1.199415 0.070 0.119 0.011 0.21
H 2.684777 0.946316 1.467068 0.064 0.099 -0.064 0.48
H -2.242956 -1.063791 -1.530171 0.086 0.000 -0.037 0.12
H 1.370583 1.175448 -0.854687 0.112 -0.167 0.128 0.23
H -1.521897 1.258295 2.119779 -0.047 -0.040 -0.089 0.22
H -0.857883 -1.904570 -0.571813 -0.003 0.070 -0.112 0.13
H -1.933916 1.445715 0.393510 0.067 -0.099 0.110 0.22
H -0.492991 0.511121 0.874763 -0.182 0.048 0.050 0.22
```
Positions in Å, forces in eV/Å.

The calculation puts the HOMO energy at -8.70 eV. The energy relative to the best compared isomer or geometry (same formula, charge and spin) is 345.0 kJ/mol. The multiplicity is 1. The SMILES is O=C=CO.C=O.C. For the energy, the calculation gives -382.833428 Ha.